{"formula": "C16H21N8O4PtS2", "method": "ωB97M-V with the def2-TZVPD basis set", "e_above_lowest_kj_mol": 15.0, "gap_ev": 7.64, "homo_energy_ev": -18.1, "lumo_ev": -10.436, "charge": 3, "elements": ["Pt", "C", "C", "N", "N", "C", "N", "S", "C", "C", "C", "C", "C", "N", "H", "H", "H", "H", "H", "H", "H", "H", "H", "H", "C", "C", "N", "C", "C", "N", "C", "O", "O", "C", "O", "O", "H", "H", "H", "H", "H", "C", "N", "C", "N", "S", "H", "H", "H", "H", "H", "H"], "positions_angstrom": [[0.027, -0.140, 0.510], [3.355, -1.224, -2.004], [2.076, -0.789, -1.388], [1.861, -0.646, -0.124], [2.770, -0.921, 0.874], [2.412, -0.794, 2.177], [3.303, -1.081, 3.097], [0.843, -0.251, 2.658], [0.897, -0.462, -2.232], [0.908, -0.558, -3.606], [-0.244, -0.219, -4.318], [-1.360, 0.218, -3.633], [-1.311, 0.292, -2.244], [-0.215, -0.038, -1.574], [4.144, -1.457, -1.294], [3.724, -0.439, -2.669], [3.183, -2.115, -2.612], [3.685, -1.259, 0.605], [4.245, -1.384, 2.887], [3.062, -1.011, 4.077], [1.794, -0.888, -4.131], [-0.256, -0.298, -5.397], [-2.268, 0.496, -4.151], [-2.162, 0.621, -1.660], [2.349, 2.876, -0.265], [0.994, 2.946, 0.336], [0.163, 1.941, 0.595], [-0.994, 2.471, 1.132], [-0.867, 3.822, 1.191], [0.380, 4.084, 0.696], [-1.700, 4.989, 1.656], [-2.913, 4.744, 2.093], [-1.191, 6.069, 1.587], [-2.103, 1.561, 1.436], [-3.172, 1.896, 1.859], [-1.808, 0.276, 1.165], [2.801, 1.905, -0.069], [2.997, 3.644, 0.155], [2.298, 3.036, -1.344], [0.737, 5.036, 0.638], [-3.164, 3.799, 2.077], [-3.382, -4.950, 1.038], [-2.125, -4.265, 0.711], [-1.903, -2.978, 0.875], [-2.812, -2.163, 1.363], [-0.269, -2.478, 0.435], [-3.429, -5.864, 0.453], [-4.233, -4.333, 0.756], [-3.426, -5.198, 2.098], [-1.356, -4.838, 0.397], [-3.706, -2.515, 1.675], [-2.638, -1.166, 1.420]], "forces_ev_per_a": [[0.175, 0.204, -0.153], [0.013, -0.022, -0.015], [-0.101, 0.025, -0.050], [-0.080, 0.053, 0.195], [0.041, 0.032, -0.036], [-0.062, 0.055, 0.001], [0.011, -0.002, 0.005], [0.165, -0.227, 0.051], [0.076, 0.081, 0.012], [0.010, 0.033, 0.006], [-0.008, 0.004, -0.005], [0.026, 0.003, -0.009], [-0.005, 0.035, 0.000], [-0.184, -0.267, 0.185], [-0.007, 0.011, 0.007], [0.005, -0.006, 0.000], [0.000, -0.003, 0.003], [-0.007, -0.029, 0.011], [0.004, 0.011, 0.004], [-0.002, -0.006, 0.001], [-0.005, -0.008, -0.002], [0.005, 0.008, -0.001], [-0.004, -0.001, 0.005], [-0.008, -0.038, 0.004], [-0.008, 0.000, -0.002], [-0.016, -0.012, 0.057], [0.101, -0.028, -0.022], [-0.082, -0.031, -0.157], [0.007, -0.012, 0.071], [-0.014, 0.006, 0.001], [0.019, 0.032, -0.045], [-0.029, -0.002, 0.021], [-0.007, -0.013, -0.003], [0.038, 0.204, 0.059], [0.003, -0.040, 0.000], [0.097, 0.255, -0.266], [0.012, 0.001, 0.008], [-0.003, 0.003, 0.000], [0.001, 0.000, 0.001], [-0.003, 0.005, 0.012], [0.019, 0.013, 0.006], [-0.008, 0.008, 0.003], [0.006, 0.001, 0.009], [-0.085, -0.009, 0.214], [-0.033, -0.373, -0.071], [-0.027, 0.031, -0.115], [0.016, -0.014, 0.023], [0.001, -0.011, -0.029], [-0.006, 0.033, 0.004], [-0.014, -0.004, -0.040], [-0.002, -0.047, -0.025], [-0.044, 0.059, 0.068]]}



{"formula": "C31H35DyIN8O3", "method": "ωB97M-V with the def2-TZVPD basis set", "spin_multiplicity": 6, "s2": 9.334, "gap_ev": [4.81, 4.88], "homo_energy_ev": [-13.3, -13.3], "lumo_ev": [-8.517, -8.442], "charge": 3, "elements": ["Dy", "C", "O", "C", "C", "C", "C", "C", "C", "C", "N", "C", "C", "N", "C", "C", "C", "C", "N", "C", "C", "N", "C", "C", "C", "C", "H", "H", "H", "H", "H", "H", "H", "H", "H", "H", "H", "H", "H", "H", "C", "N", "C", "C", "C", "N", "C", "C", "O", "H", "H", "H", "H", "H", "H", "H", "H", "H", "H", "H", "H", "I", "C", "C", "N", "N", "C", "H", "H", "H", "C", "C", "O", "H", "H", "H", "H", "H", "H"], "positions_angstrom": [[-1.722, 1.321, -0.741], [8.595, -8.001, -0.416], [8.644, -6.599, -0.487], [7.572, -5.838, -0.471], [7.817, -4.477, -0.551], [6.781, -3.587, -0.518], [5.437, -3.987, -0.401], [5.203, -5.382, -0.284], [6.247, -6.294, -0.344], [4.313, -3.101, -0.327], [3.057, -3.491, -0.200], [2.325, -2.368, -0.206], [3.130, -1.250, -0.293], [4.406, -1.732, -0.380], [2.612, 0.051, -0.249], [3.353, 1.219, -0.202], [2.735, 2.497, -0.207], [1.327, 2.524, -0.315], [0.598, 1.381, -0.304], [1.226, 0.172, -0.231], [0.372, -0.989, -0.147], [-0.957, -0.798, 0.041], [-1.738, -1.847, 0.210], [-1.262, -3.157, 0.233], [0.087, -3.357, 0.064], [0.913, -2.257, -0.128], [9.605, -8.327, -0.564], [7.980, -8.434, -1.260], [8.315, -8.446, 0.546], [8.824, -4.089, -0.702], [7.074, -2.558, -0.651], [4.153, -5.693, -0.325], [6.016, -7.373, -0.361], [5.272, -1.269, -0.615], [4.424, 1.191, -0.122], [3.286, 3.432, -0.171], [0.678, 3.397, -0.360], [-2.795, -1.631, 0.422], [-1.959, -3.969, 0.456], [0.445, -4.391, 0.102], [-5.177, 4.044, -0.325], [-4.691, 3.883, 1.061], [-5.472, 4.536, 2.140], [-4.562, 4.963, 3.308], [-3.828, 3.725, 3.820], [-3.290, 2.960, 2.692], [-2.063, 2.197, 3.035], [-3.655, 3.093, 1.410], [-2.973, 2.422, 0.534], [-4.634, 4.812, -0.893], [-6.248, 4.210, -0.344], [-5.066, 3.102, -0.875], [-6.238, 3.873, 2.543], [-5.901, 5.394, 1.670], [-5.249, 5.321, 4.063], [-3.877, 5.754, 3.058], [-4.494, 3.084, 4.391], [-2.982, 4.091, 4.364], [-2.248, 1.813, 4.037], [-1.139, 2.785, 3.012], [-2.018, 1.293, 2.403], [-5.080, -3.679, -2.998], [-4.699, -1.856, -2.200], [-5.406, -1.172, -1.245], [-4.720, -0.054, -0.951], [-3.569, 0.022, -1.696], [-3.586, -1.087, -2.467], [-6.332, -1.430, -0.799], [-5.004, 0.690, -0.348], [-2.740, -1.315, -3.078], [-1.693, 5.189, -1.505], [-2.064, 4.144, -2.496], [-1.247, 2.935, -2.390], [-2.388, 6.012, -1.645], [-0.710, 5.594, -1.650], [-1.747, 4.864, -0.455], [-2.080, 4.471, -3.531], [-3.082, 3.790, -2.296], [-0.434, 3.034, -2.896]], "forces_ev_per_a": [[-0.366, -0.204, -0.329], [-0.682, -1.398, -1.018], [0.666, 0.038, 0.139], [-0.784, -0.377, 0.518], [0.221, 0.744, -0.278], [-0.507, 0.404, -0.192], [0.840, -1.302, 0.446], [-0.124, 0.570, -0.902], [-0.416, -0.484, -0.123], [0.133, -0.053, -0.055], [-0.150, -0.495, -0.086], [0.414, 0.014, -0.097], [0.220, 0.050, -0.127], [0.310, -0.329, -0.032], [0.162, -0.113, -0.137], [-0.243, 2.764, 0.135], [-0.579, -1.297, -0.290], [-0.140, -1.259, 0.299], [0.872, 0.367, 0.062], [-1.263, 0.550, -0.228], [-0.059, 0.475, 0.322], [-0.189, 0.793, -0.499], [-0.838, -0.229, 0.536], [-0.392, 0.025, 0.249], [-0.942, -1.213, 0.034], [0.788, -0.473, 0.233], [0.560, -0.066, -0.266], [0.465, 0.445, 0.958], [-0.465, 0.609, -0.025], [-0.153, -0.370, 0.157], [-0.187, 0.366, 0.112], [0.541, -0.165, 0.378], [0.246, 0.709, 0.169], [-0.226, 0.207, 0.181], [0.315, -0.099, -0.067], [0.058, -0.313, 0.028], [0.682, 0.320, -0.014], [0.409, -0.193, -0.253], [0.333, 0.230, -0.223], [0.348, 0.592, -0.044], [0.574, -0.953, -0.149], [0.257, -0.640, 0.166], [1.224, 0.130, 0.298], [-1.006, -1.091, -0.428], [-0.757, 0.942, -0.955], [1.046, -0.244, -0.500], [-1.078, -0.812, -0.155], [-0.482, 0.655, 0.723], [-0.377, 0.242, -0.618], [-0.268, 0.029, 0.415], [-0.029, 0.414, 0.294], [0.202, 0.075, 0.098], [-0.134, -0.083, -0.329], [-0.594, 0.535, -0.069], [0.100, 0.222, 0.377], [0.262, 0.306, -0.307], [0.187, -0.030, 0.314], [0.408, -0.229, 0.799], [0.317, 0.136, 0.082], [-0.278, -0.007, -0.121], [0.286, 0.480, 0.209], [-0.256, -0.603, -0.279], [0.067, -0.229, -0.170], [0.318, 0.360, -0.121], [0.454, -0.608, -0.632], [-0.240, 0.141, 0.199], [0.380, 0.943, 0.980], [-0.620, 0.003, 0.416], [-0.047, 0.299, 0.180], [0.198, -0.062, -0.446], [-0.046, 0.310, 0.447], [-0.984, -0.560, -0.016], [0.115, -0.356, 0.269], [-0.089, 0.214, 0.134], [0.604, 0.200, -0.266], [-0.203, -0.122, -0.284], [0.317, 0.126, -0.049], [0.123, -0.019, -0.052], [0.173, 0.047, -0.125]]}



{"formula": "C2H22N2O7", "method": "ωB97M-V with the def2-TZVPD basis set", "spin_multiplicity": 2, "s2": 0.755, "gap_ev": [11.32, 5.72], "homo_energy_ev": [-14.3, -14.2], "lumo_ev": [-2.955, -8.503], "charge": 1, "elements": ["C", "C", "N", "N", "H", "H", "H", "H", "H", "H", "H", "H", "H", "H", "O", "H", "H", "O", "H", "H", "O", "H", "H", "O", "H", "H", "O", "H", "H", "O", "H", "H", "O"], "positions_angstrom": [[-0.632, -1.728, 0.190], [0.842, -2.182, 0.367], [1.800, -1.076, 0.666], [-0.928, -0.321, -0.126], [-1.265, -2.160, -0.605], [-1.095, -2.051, 1.160], [0.881, -2.767, 1.256], [1.076, -2.598, -0.624], [1.764, -0.634, -0.200], [2.711, -1.531, 0.908], [-0.800, 0.402, 0.681], [-0.302, -0.041, -0.907], [0.098, 0.951, -2.816], [1.045, 0.815, -1.705], [0.783, 0.363, -2.520], [-0.065, -0.803, -2.585], [-1.525, -0.739, -2.969], [-0.788, -1.299, -2.924], [1.226, 0.129, 2.052], [2.048, 0.421, 3.399], [1.194, 0.327, 2.979], [2.606, 2.466, -1.225], [1.430, 1.855, -0.249], [2.226, 1.736, -0.722], [-3.572, -0.601, -1.999], [-2.596, -0.068, -0.989], [-3.328, 0.268, -1.537], [-0.667, 3.148, 0.368], [-0.356, 2.240, 1.586], [0.012, 2.506, 0.723], [-0.503, 0.856, 2.979], [-2.045, 1.142, 2.964], [-1.275, 0.975, 2.422]], "forces_ev_per_a": [[-3.591, 0.607, 1.597], [1.189, 1.283, -1.221], [-1.127, -1.884, 1.057], [4.304, 0.116, 2.556], [1.170, -1.001, -0.167], [-0.094, 1.030, -0.821], [-0.289, -1.266, -0.041], [0.265, -0.765, 0.715], [1.732, 1.496, -1.581], [-0.953, 0.973, -0.728], [-1.494, -0.931, -0.999], [-1.352, -0.002, -0.366], [-0.566, 0.574, -1.016], [1.632, 0.530, -0.147], [0.919, 1.062, 1.094], [1.010, 0.363, -0.134], [-1.636, 1.255, -0.356], [-1.013, -3.602, -0.289], [1.262, -0.644, -0.907], [0.282, 0.005, -0.387], [-1.319, 0.625, 1.649], [-0.708, 0.215, 0.451], [-1.165, 1.909, 1.179], [1.878, -1.760, -1.070], [-0.007, 1.846, 0.707], [-0.441, 0.431, 0.081], [0.153, -2.289, -0.874], [1.177, -0.937, 0.491], [-0.004, 0.142, -0.142], [-1.190, 0.928, -0.766], [0.708, -0.342, 0.863], [-0.232, 0.000, 0.239], [-0.500, 0.034, -0.667]]}



{"formula": "HO2PS", "method": "ωB97M-V with the def2-TZVPD basis set", "e_above_lowest_kj_mol": 194.1, "gap_ev": 8.09, "homo_energy_ev": -8.9, "lumo_ev": -0.844, "charge": 0, "elements": ["O", "O", "P", "S", "H"], "positions_angstrom": [[0.077, -1.672, 1.367], [-0.707, 0.385, 1.939], [-0.909, -0.442, 0.526], [0.694, -0.527, 2.367], [0.161, 0.132, -0.376]], "forces_ev_per_a": [[-0.815, 0.612, -1.517], [0.860, 0.179, 0.127], [0.998, -1.160, 0.069], [-0.521, 0.792, 0.183], [-0.522, -0.423, 1.137]]}



Computed values of calculated total energy (unit: Ha) for the preceding records, in sequence: -2276.18120; -3048.09699; -725.19470; -890.55385.
Computed values of max |F| (unit: eV/Å) for the preceding records, in sequence: 0.4; 2.8; 5.0; 1.8.